The following is a DFT calculation (ωB97M-V/def2-TZVPD) of a cluster of 2 separate species, C13H15O6 in total.

As for the HOMO energy: -3.0 eV. The value obtained for the total energy is -26010.4158 eV. Its total charge is -1. The frontier orbital gap comes out at 4.5 eV. The energy relative to the best compared isomer or geometry (same formula, charge and spin) is 9.74 kcal per mole.

Structure (XYZ):
```
34
C13H15O6 | the Open Molecules 2025 dataset | ωB97M-V/def2-TZVPD
C 0.240 4.168 -2.539
C -0.001 3.791 -1.100
O 1.002 2.860 -0.675
C 0.860 2.590 0.654
C 1.882 1.623 1.093
C 1.830 1.178 2.464
O 0.931 1.454 3.247
C 2.990 0.261 2.969
C 4.217 0.227 2.081
C 3.833 0.096 0.608
C 2.964 1.277 0.158
O -0.007 3.116 1.327
H -0.554 4.853 -2.843
H 1.198 4.686 -2.656
H 0.219 3.297 -3.200
H 0.054 4.682 -0.461
H -0.989 3.325 -0.970
H 3.262 0.579 3.985
H 2.566 -0.752 3.061
H 4.798 1.144 2.233
H 4.851 -0.613 2.379
H 4.729 0.047 -0.019
H 3.268 -0.832 0.454
H 2.527 1.057 -0.829
H 3.612 2.163 0.007
C -1.269 -1.563 -0.262
C -1.315 -0.222 -0.397
C -2.414 0.294 0.441
O -2.857 1.409 0.593
O -2.962 -0.809 1.108
C -2.289 -1.984 0.712
O -2.597 -3.059 1.169
H -0.615 -2.272 -0.752
H -0.722 0.435 -1.023
```

Atom charges from the Mulliken analysis, given in e for atoms 1 to 6: C -1.298; C -0.053; O -0.226; C -0.026; C 0.717; C 0.280

The following is a DFT calculation (ωB97M-V/def2-TZVPD) of a structure of composition C13H16BF16NO10P2S2Ta.

As for the HOMO energy: -5.5 eV. The value obtained for the total energy is -121662.0514 eV. Its total charge is -1. The frontier orbital gap comes out at 6.0 eV.

Structure (XYZ):
```
62
C13H16BF16NO10P2S2Ta | the Open Molecules 2025 dataset | ωB97M-V/def2-TZVPD
C -0.588 -4.626 -1.891
C -1.213 -4.470 -0.618
Ta -2.380 -3.954 1.363
N -0.870 -5.167 2.475
C -1.542 -5.663 3.582
O -2.121 -6.111 4.712
O -3.638 -5.708 1.184
B -2.981 -6.766 0.389
O -3.405 -6.891 -1.045
O -2.006 -7.647 1.062
P -4.088 -2.651 -0.081
O -4.937 -3.866 -1.056
O -5.288 -1.947 0.968
S -3.296 -1.408 -1.362
P -0.923 -1.876 1.853
O -0.370 -1.981 3.536
O 0.527 -2.026 0.869
S -1.833 -0.165 1.684
H -0.056 -4.667 -2.959
H -3.323 -3.566 2.945
H -4.389 -7.164 -1.075
H -1.093 -7.270 0.859
H -5.346 -4.532 -0.405
H -5.792 -2.748 1.340
H 0.396 -2.645 3.465
H 0.853 -2.977 1.054
C 2.909 1.245 -0.815
C 2.862 0.102 -1.841
C 3.313 -1.255 -1.316
F 4.598 -1.247 -0.892
F 3.246 -2.195 -2.298
F 3.566 0.467 -2.946
F 1.560 -0.014 -2.255
O 4.070 2.078 -0.849
C 5.202 1.580 -0.136
C 6.390 1.258 -1.050
F 6.060 0.352 -2.004
F 7.420 0.722 -0.344
F 4.818 0.525 0.623
F 5.548 2.561 0.740
H 2.084 1.922 -1.069
H 2.678 0.905 0.202
H 2.678 -1.594 -0.493
H 6.752 2.160 -1.554
C -1.532 6.450 0.705
C -0.663 7.111 -0.377
C -1.051 6.774 -1.811
F -0.955 5.450 -2.076
F -0.220 7.395 -2.691
F 0.644 6.825 -0.134
F -0.781 8.468 -0.214
O -1.015 5.249 1.284
C -1.273 4.054 0.546
C 0.005 3.395 0.013
F 0.713 4.237 -0.781
F -0.286 2.302 -0.740
F -2.176 4.320 -0.427
F -1.897 3.212 1.412
H -1.573 7.157 1.543
H -2.577 6.338 0.392
H -2.070 7.100 -2.034
H 0.657 3.082 0.835
```

Atom charges from the Mulliken analysis, given in e for atoms 1 to 6: C -0.827; C 0.088; Ta 1.078; N -0.689; C 0.847; O -0.569

Number 1: strongest force on any atom 3.23 eV Å⁻¹, M 267.3 g/mol. Number 2: strongest force on any atom 10.42 eV Å⁻¹, M 968.1 g/mol.